Entry from OMol25: 5 unconnected molecules or ions with the total composition C26H59F2N4O8S2 in a non-equilibrium geometry (ωB97M-V/def2-TZVPD).

E_tot: -2842.358618 hartree
⟨S²⟩: 0.755
Multiplicity: 2
Net charge: +2

Element x y z (Å)
N1 29.57797 12.05275 30.52400
S1 28.40995 11.13073 30.76163
O1 28.44305 9.84275 30.15159
O2 27.17386 11.77700 31.22698
F1 28.96039 10.61221 32.17665
S2 28.94115 12.74897 29.10325
O3 28.97596 14.21176 29.10106
O4 27.81738 12.11506 28.33527
F2 30.24129 12.48344 28.17407
C1 32.59311 10.98269 35.44728
O5 32.42202 11.67730 34.16602
C2 32.75077 10.87371 33.02917
C3 33.19926 11.58661 31.82094
N2 32.17808 12.71141 31.43410
H1 31.24048 12.47306 31.14391
H2 32.05346 13.29415 32.24957
C4 32.81310 13.77137 30.53489
C5 32.02990 15.04738 30.72860
O6 31.87109 15.38457 32.10027
C6 31.45536 16.73494 32.20718
H3 33.54236 10.47113 35.60648
H4 31.85859 10.18595 35.56465
H5 32.57612 11.71999 36.24990
H6 31.81220 10.35166 32.84299
H7 33.57021 10.22889 33.34667
H8 33.31161 10.95322 30.94100
H9 34.18524 12.02163 31.98431
H10 32.87248 13.31648 29.54613
H11 33.80991 14.03218 30.89051
H12 31.00117 14.79126 30.47525
H13 32.41741 15.88229 30.14476
H14 30.43389 17.05504 32.00170
H15 32.12484 17.35297 31.60891
H16 31.78596 16.95147 33.22302
C7 28.65691 17.95832 34.59287
C8 28.21069 16.39732 34.45045
C9 29.14931 15.50226 35.31619
N3 28.94325 13.95311 35.15529
C10 29.65735 13.34118 36.33019
C11 29.33004 11.85597 36.40899
C12 27.82296 11.53783 36.50075
C13 27.09677 12.11155 35.24210
C14 27.44111 13.67204 35.23259
C15 29.50053 13.54983 33.76897
H17 29.73564 18.09233 34.51246
H18 28.42879 18.30544 35.60063
H19 28.14400 18.58645 33.86454
H20 28.30929 16.11462 33.40238
H21 27.15101 16.28958 34.68193
H22 29.13857 15.84428 36.35108
H23 30.22557 15.57746 35.16090
H24 29.38797 13.82182 37.27068
H25 30.70728 13.44346 36.05578
H26 29.71841 11.36610 37.30190
H27 29.66813 11.38265 35.48717
H28 27.49325 12.00037 37.43104
H29 27.68465 10.45932 36.42463
H30 26.04618 11.83992 35.34495
H31 27.51855 11.64222 34.35333
H32 27.16141 14.09715 36.19651
H33 26.99501 14.17076 34.37214
H34 30.53650 13.88460 33.82184
H35 28.91086 14.04711 32.99885
H36 29.45199 12.46423 33.68404
C16 27.40059 9.06330 25.54918
C17 28.86408 8.72695 25.81095
C18 29.02416 7.84012 27.05137
N4 30.42051 7.32020 27.26817
C19 31.44873 8.49111 27.39825
C20 31.26101 9.35711 28.75426
C21 31.28904 8.53076 30.00879
C22 30.25544 7.30046 29.92733
C23 30.50493 6.49564 28.62423
C24 30.81924 6.38344 26.12142
H37 27.45621 9.83898 24.78541
H38 26.93294 9.36880 26.48516
H39 26.70845 8.27104 25.26393
H40 29.32767 9.70668 25.92639
H41 29.25465 8.23470 24.92031
H42 28.39417 6.96159 26.91217
H43 28.81159 8.40351 27.95995
H44 31.38614 9.11551 26.50701
H45 32.41770 7.99387 27.44249
H46 30.30724 9.88300 28.71108
H47 32.09575 10.05495 28.68866
H48 31.06616 9.25752 30.78997
H49 32.28164 8.14801 30.24610
H50 29.20701 7.44052 30.19050
H51 30.53406 6.71891 30.80612
H52 29.77343 5.69519 28.51334
H53 31.49935 6.06481 28.50751
H54 31.86830 6.13249 26.27822
H55 30.67495 6.86496 25.15425
H56 30.11556 5.55284 26.17665
C25 24.45108 10.01352 32.43991
C26 22.95205 10.02717 32.19807
O7 22.18836 10.80345 32.85651
O8 22.52585 9.38633 31.28185
H57 24.86004 10.26781 31.46207
H58 24.85429 9.03889 32.71489
H59 24.79396 10.82649 33.07993

Entry from OMol25: a molecular structure, C26H59O10PS in a non-equilibrium geometry (ωB97M-V/def2-TZVPD).

E_tot: -2518.052119 hartree
Energy above the lowest of the compared OMol25 structures with the same formula, charge and spin: 0.471 eV
Net charge: 0

Element x y z (Å)
C1 -0.69775 0.45668 -1.66396
C2 0.16680 -0.11518 -0.55053
C3 -0.28792 -0.11657 0.77185
C4 0.47074 -0.60485 1.80168
C5 1.72964 -1.14517 1.56504
C6 2.19614 -1.15058 0.27061
C7 1.43109 -0.64081 -0.77635
C8 2.10026 -0.67656 -2.16003
O1 3.49867 -0.28579 -1.99503
P1 3.68311 1.28242 -1.77440
O2 2.88387 2.08386 -2.69143
O3 3.37012 1.73864 -0.26069
O4 5.28953 1.55042 -1.97429
S1 6.18399 0.48338 -0.97204
H1 -0.26011 0.30675 -2.65031
H2 -1.70242 0.03896 -1.61902
H3 -0.73662 1.54151 -1.48405
H4 -1.26641 0.31958 0.98650
H5 0.10647 -0.57213 2.82921
H6 2.36682 -1.56566 2.33971
H7 3.18727 -1.55400 0.06436
H8 1.59236 -0.04414 -2.88820
H9 2.13908 -1.70541 -2.53567
H10 4.13907 2.19039 0.11704
H11 5.55092 0.40713 0.23109
C9 7.64239 2.70092 4.28034
C10 7.61433 1.70199 3.13898
C11 8.69502 1.99977 2.11149
O5 6.32730 1.74209 2.51238
H12 7.46010 3.70750 3.90818
H13 6.85425 2.47874 5.00015
H14 8.60302 2.68809 4.79977
H15 7.74941 0.69115 3.52763
H16 8.54997 2.99215 1.67553
H17 8.65349 1.28168 1.29074
H18 9.68852 1.95908 2.56074
H19 6.20028 2.63451 2.16783
C12 -1.95917 -3.93916 -1.74726
C13 -2.87255 -2.72652 -1.83263
C14 -4.27138 -3.11992 -2.28057
O6 -2.32518 -1.77610 -2.74374
H20 -1.86104 -4.41709 -2.72671
H21 -0.95676 -3.64117 -1.43364
H22 -2.34227 -4.67440 -1.03737
H23 -2.92164 -2.23678 -0.85898
H24 -4.24898 -3.57159 -3.27395
H25 -4.91457 -2.24009 -2.34566
H26 -4.72274 -3.83184 -1.58592
H27 -2.26885 -2.18411 -3.61483
C15 3.56384 5.35582 5.32297
C16 4.33634 5.45296 4.01675
C17 3.39816 5.45935 2.81901
O7 5.24274 4.35284 3.91231
H28 2.98759 4.42714 5.36235
H29 4.24851 5.34382 6.17221
H30 2.87743 6.19590 5.44001
H31 4.94015 6.36177 4.01431
H32 2.81624 4.53388 2.77912
H33 3.96539 5.52103 1.88863
H34 2.70678 6.30230 2.86146
H35 4.72352 3.53898 3.91340
C18 -3.75424 4.54419 -3.88152
C19 -3.09965 3.83834 -2.70349
C20 -2.82720 4.80670 -1.56188
O8 -1.87796 3.23522 -3.12281
H36 -3.09929 5.32688 -4.27469
H37 -3.93625 3.84068 -4.69503
H38 -4.70423 4.99827 -3.59356
H39 -3.74650 3.03185 -2.35383
H40 -2.14279 5.59755 -1.88154
H41 -2.35070 4.28960 -0.72751
H42 -3.74974 5.26869 -1.20522
H43 -1.29265 3.93402 -3.43545
C21 -5.12329 -7.48585 -3.35888
C22 -6.03993 -6.27563 -3.45193
C23 -7.44002 -6.67497 -3.89210
O9 -5.49696 -5.33176 -4.37495
H44 -5.02568 -7.97208 -4.33374
H45 -4.12130 -7.18356 -3.05022
H46 -5.50335 -8.21642 -2.64284
H47 -6.08871 -5.77752 -2.48245
H48 -7.41639 -7.13539 -4.88389
H49 -8.08365 -5.79703 -3.96239
H50 -7.88877 -7.38147 -3.19182
H51 -5.44737 -5.75619 -5.23843
C24 -4.16520 -1.97551 1.70317
C25 -3.46973 -2.63497 2.88316
C26 -3.15960 -1.62411 3.97707
O10 -2.26039 -3.25162 2.44267
H52 -3.52420 -1.20860 1.25786
H53 -4.37178 -2.71173 0.92471
H54 -5.10632 -1.51051 2.00292
H55 -4.10210 -3.42800 3.28575
H56 -2.48844 -0.84519 3.60297
H57 -2.65291 -2.10888 4.81278
H58 -4.06985 -1.14964 4.34854
H59 -1.68725 -2.56290 2.08246

> The lowest net charge belongs to which entry?

C26H59O10PS

> Number 2 is which compound?

C26H59O10PS

> Among the records above, which one has the lowest E_tot?

C26H59F2N4O8S2

> Among the records above, which one has the highest E_tot?

C26H59O10PS